ORCA calculation (wB97M-V/def2-TZVPD) on C29H33IN6O5SeTi as an isolated structure.

Atoms and positions in Å:
Ti -0.308 0.342 0.654
C 2.419 -3.237 0.085
C 0.986 -3.612 -0.114
N 0.683 -4.851 -0.446
C -0.611 -5.208 -0.519
C -1.651 -4.375 -0.190
C -3.068 -4.864 -0.234
O -3.847 -4.242 -1.261
C -1.350 -3.043 0.158
C -2.335 -2.159 0.754
N -2.085 -0.927 0.939
C -2.741 -0.054 1.847
C -3.980 -0.150 2.446
C -4.284 0.823 3.396
C -3.355 1.810 3.721
C -2.110 1.865 3.096
C -1.808 0.935 2.120
I -0.151 -2.217 3.792
C -0.016 -2.624 0.114
O 0.360 -1.388 0.294
H 3.046 -4.105 -0.107
H 2.560 -2.888 1.111
H 2.713 -2.402 -0.549
H -0.810 -6.231 -0.825
H -3.560 -4.708 0.733
H -3.073 -5.937 -0.434
H -3.425 -3.406 -1.486
H -3.246 -2.600 1.162
H -4.685 -0.938 2.209
H -5.243 0.802 3.901
H -3.609 2.541 4.480
H -1.393 2.629 3.378
Se 2.383 2.841 4.042
C 1.450 1.909 2.838
N 0.816 1.342 2.043
O -3.367 1.983 -2.018
C -2.536 1.649 -1.226
N -1.715 1.329 -0.438
N 3.016 -0.682 3.156
C 3.661 -0.149 2.095
N 4.870 0.498 2.419
O 3.245 -0.187 0.951
H 3.491 -0.815 4.029
H 2.164 -1.221 3.014
H 4.789 1.021 3.283
H 5.122 1.110 1.656
C 2.633 3.197 0.052
C 1.399 3.848 -0.581
C 0.243 4.088 0.395
C 0.950 3.129 -1.839
C 0.815 3.878 -3.002
C 0.456 3.305 -4.211
C 0.271 1.934 -4.257
C 0.395 1.135 -3.125
C 0.263 -0.368 -3.312
C 1.488 -1.124 -2.791
C -1.047 -0.950 -2.776
C 0.687 1.743 -1.883
O 0.761 0.988 -0.787
H 2.476 2.147 0.285
H 3.475 3.260 -0.643
H 2.906 3.716 0.975
H 1.718 4.843 -0.917
H -0.287 3.173 0.644
H -0.487 4.766 -0.054
H 0.611 4.531 1.324
H 1.003 4.946 -2.948
H 0.344 3.911 -5.102
H 0.027 1.455 -5.201
H 0.233 -0.515 -4.398
H 1.645 -0.924 -1.733
H 2.386 -0.816 -3.331
H 1.357 -2.202 -2.927
H -1.114 -0.867 -1.695
H -1.115 -2.012 -3.037
H -1.907 -0.427 -3.200

Values from the calculation:
Lowest unoccupied orbital energy (eV): 4.2
Energy relative to the best compared isomer or geometry (same formula, charge and spin) (kJ/mol): 0.00
Charge: -2
HOMO energy (eV): -2.284
M (Da): 799.35
Frontier orbital gap (eV): 6.522

Here are the Mulliken charges for atoms 1 to 8, given in e: number 1, Ti, carries -1.2232; number 2, C, carries -0.9102; number 3, C, carries 0.4528; number 4, N, carries -0.7730; number 5, C, carries -0.9015; number 6, C, carries 0.6778; number 7, C, carries -0.9375; number 8, O, carries -0.5669

=====

ORCA calculation (wB97M-V/def2-TZVPD) on a 2-piece molecular cluster, C29H33N3O6 overall in a non-equilibrium geometry.

Atoms and positions in Å:
C 0.810 3.760 -3.156
C 0.015 2.508 -2.900
C -1.442 2.563 -2.770
C -2.183 1.286 -2.986
C -3.607 1.453 -3.505
C -4.271 2.657 -2.881
O -3.485 3.857 -3.140
C -2.142 3.840 -3.020
O -1.570 4.935 -3.134
O 0.613 1.406 -2.821
H 0.141 4.626 -3.179
H 1.591 3.881 -2.399
H 1.284 3.619 -4.135
H -1.613 0.785 -3.782
H -2.161 0.609 -2.111
H -3.557 1.570 -4.592
H -4.201 0.550 -3.321
H -5.268 2.843 -3.311
H -4.371 2.533 -1.789
C 1.104 -4.033 3.823
N 1.218 -3.245 2.620
C 1.735 -3.779 1.472
O 2.150 -4.931 1.356
C 1.687 -2.689 0.408
C 0.835 -3.076 -0.794
C 1.304 -4.329 -1.505
C 0.470 -5.451 -1.571
C 0.952 -6.643 -2.116
C 2.243 -6.700 -2.654
C 3.034 -5.547 -2.673
C 2.563 -4.357 -2.109
N 1.120 -1.539 1.119
C 0.905 -0.379 0.474
C 0.419 0.774 1.070
C 0.071 1.978 0.444
C -0.231 3.169 1.194
C -0.250 4.474 0.596
C -0.541 5.608 1.331
C -0.807 5.500 2.706
N -1.245 6.658 3.409
O -1.570 6.548 4.612
O -1.316 7.735 2.771
C -0.787 4.252 3.342
C -0.486 3.119 2.603
C 0.856 -1.828 2.551
C -0.630 -1.670 2.898
C 1.766 -1.043 3.509
H 1.416 -5.056 3.596
H 1.744 -3.641 4.623
H 0.068 -4.055 4.184
H 2.724 -2.484 0.080
H -0.199 -3.224 -0.446
H 0.828 -2.233 -1.502
H -0.537 -5.387 -1.146
H 0.317 -7.529 -2.111
H 2.622 -7.633 -3.073
H 4.028 -5.569 -3.117
H 3.176 -3.450 -2.106
H 1.188 -0.364 -0.587
H 0.296 0.723 2.154
H 0.120 2.057 -0.647
H -0.009 4.562 -0.466
H -0.533 6.588 0.867
H -0.971 4.191 4.411
H -0.444 2.162 3.127
H -1.217 -2.347 2.262
H -0.788 -1.939 3.950
H -0.975 -0.646 2.739
H 2.811 -1.326 3.326
H 1.670 0.038 3.383
H 1.514 -1.294 4.548

Values from the calculation:
Lowest unoccupied orbital energy (eV): -2.8
Energy relative to the best compared isomer or geometry (same formula, charge and spin) (kJ/mol): 0.00
Charge: 0
HOMO energy (eV): -6.451
M (Da): 519.60
Frontier orbital gap (eV): 3.619

Here are the Mulliken charges for atoms 1 to 8, given in e: number 1, C, carries -1.4556; number 2, C, carries 0.5857; number 3, C, carries 0.9457; number 4, C, carries -0.4682; number 5, C, carries -0.7006; number 6, C, carries -0.4543; number 7, O, carries -0.3895; number 8, C, carries 0.2013

=====

ORCA calculation (wB97M-V/def2-TZVPD) on an isolated ion of composition C29H33OS and charge -1 in a non-equilibrium geometry.

Atoms and positions in Å:
C -3.205 1.044 -3.045
C -3.221 -0.177 -2.117
C -4.245 0.080 -1.016
C -3.666 -1.408 -2.921
C -1.802 -0.392 -1.546
C -1.536 -0.257 -0.206
C -0.236 -0.281 0.310
C -0.022 0.083 1.770
C 1.085 -0.666 2.463
C 1.337 -0.540 3.783
C 2.559 -0.952 4.451
C 2.623 -1.019 5.867
C 3.817 -1.312 6.520
C 4.979 -1.562 5.775
C 4.932 -1.551 4.373
C 3.733 -1.263 3.714
S 0.331 1.877 1.958
C -1.024 2.625 1.168
C -0.870 3.162 -0.122
C -1.939 3.822 -0.727
C -3.156 3.953 -0.042
C -3.306 3.426 1.247
C -2.240 2.768 1.857
C 0.836 -0.588 -0.527
C 0.666 -0.838 -1.874
C 1.861 -1.159 -2.801
C 1.588 -2.419 -3.633
C 3.155 -1.379 -2.018
C 2.074 0.021 -3.756
C -0.675 -0.669 -2.448
O -0.847 -0.711 -3.697
H -2.502 0.861 -3.866
H -4.208 1.231 -3.456
H -2.876 1.930 -2.483
H -4.299 -0.773 -0.331
H -3.994 0.990 -0.457
H -5.239 0.223 -1.461
H -3.681 -2.289 -2.268
H -4.673 -1.251 -3.332
H -2.962 -1.582 -3.742
H -2.357 -0.108 0.497
H -0.964 0.012 2.333
H 1.631 -1.387 1.849
H 0.555 -0.116 4.429
H 1.712 -0.839 6.443
H 3.856 -1.350 7.613
H 5.922 -1.784 6.278
H 5.827 -1.762 3.785
H 3.678 -1.252 2.627
H 0.097 3.046 -0.612
H -1.807 4.267 -1.717
H -3.981 4.490 -0.506
H -4.247 3.544 1.791
H -2.305 2.362 2.865
H 1.830 -0.629 -0.081
H 0.688 -2.271 -4.238
H 2.442 -2.620 -4.294
H 1.439 -3.280 -2.970
H 3.436 -0.478 -1.463
H 3.055 -2.223 -1.326
H 3.971 -1.608 -2.716
H 2.264 0.932 -3.175
H 2.931 -0.168 -4.416
H 1.172 0.162 -4.360

Values from the calculation:
Lowest unoccupied orbital energy (eV): 2.6
SMILES: CC(C)(C)c1cc([C@@H](/C=C/c2ccccc2)Sc2ccccc2)cc(C(C)(C)C)c1[O-]
Charge: -1
HOMO energy (eV): -3.053
M (Da): 429.65
Frontier orbital gap (eV): 5.618

Here are the Mulliken charges for atoms 1 to 8, given in e: number 1, C, carries -1.4257; number 2, C, carries 2.5071; number 3, C, carries -1.9489; number 4, C, carries -1.8900; number 5, C, carries -0.3065; number 6, C, carries -0.1439; number 7, C, carries -1.1282; number 8, C, carries -0.1410

=====

ORCA calculation (wB97M-V/def2-TZVPD) on C29H34BrN7O2ReSSi as an isolated structure in a non-equilibrium geometry.

Atoms and positions in Å:
Re 0.832 0.159 -0.369
Br -5.690 4.210 4.995
C -5.105 4.696 3.280
C -6.031 5.124 2.336
C -5.593 5.498 1.081
C -4.234 5.399 0.774
C -3.297 4.989 1.731
C -3.742 4.640 2.987
N -3.873 5.799 -0.518
N -2.794 5.625 -1.042
C -1.841 4.682 -1.047
C -0.549 5.094 -1.455
C 0.509 4.231 -1.505
C 0.308 2.868 -1.208
O 1.255 1.998 -1.246
C -1.023 2.416 -0.863
N -1.127 1.083 -0.616
C -2.318 0.567 -0.366
C -3.472 1.361 -0.347
C -3.374 2.716 -0.544
C -2.110 3.289 -0.787
H -7.080 5.180 2.593
H -6.283 5.865 0.333
H -2.238 4.974 1.508
H -3.042 4.337 3.754
H -0.415 6.139 -1.706
H 1.496 4.564 -1.796
H -2.361 -0.498 -0.179
H -4.431 0.892 -0.176
H -4.266 3.325 -0.530
N 8.269 -0.490 0.432
C 7.129 -0.415 0.308
C 5.705 -0.327 0.154
C 4.873 -0.366 1.269
C 3.511 -0.274 1.078
N 2.961 -0.162 -0.142
C 3.765 -0.127 -1.216
C 5.138 -0.203 -1.110
H 5.281 -0.462 2.265
H 2.821 -0.304 1.912
H 3.279 -0.029 -2.177
H 5.755 -0.167 -1.997
C -1.846 -0.675 2.962
Si -0.612 -1.824 2.142
C -1.437 -3.123 1.078
C 0.513 -2.614 3.399
O 0.353 -0.886 1.151
H -2.021 -0.963 4.002
H -2.818 -0.678 2.460
H -1.473 0.354 2.971
H -1.639 -4.018 1.674
H -0.800 -3.429 0.243
H -2.395 -2.797 0.665
H -0.069 -3.244 4.080
H 1.041 -1.872 4.004
H 1.254 -3.266 2.928
C 0.461 -4.293 -4.772
C 1.482 -3.280 -4.281
N 1.820 -3.505 -2.868
C 1.555 -2.718 -1.839
S 0.514 -1.321 -2.048
N 2.019 -3.022 -0.630
C 3.013 -4.058 -0.338
C 2.418 -5.410 0.026
H 0.253 -4.124 -5.828
H -0.475 -4.204 -4.219
H 0.831 -5.315 -4.670
H 1.109 -2.266 -4.383
H 2.406 -3.343 -4.857
H 2.189 -4.421 -2.655
H 1.632 -2.482 0.133
H 3.643 -3.679 0.467
H 3.665 -4.143 -1.210
H 1.812 -5.348 0.930
H 3.216 -6.130 0.210
H 1.788 -5.803 -0.776

Values from the calculation:
Lowest unoccupied orbital energy (spin up / spin down) (eV): -6.8 / -7.5
Energy relative to the best compared isomer or geometry (same formula, charge and spin) (kJ/mol): 32.29
Charge: +2
HOMO energy (spin up / spin down) (eV): -12.368 / -13.015
M (Da): 838.90
Spin multiplicity: 4
⟨S²⟩: 3.7928
Frontier orbital gap (spin up / spin down) (eV): 5.566 / 5.479

Here are the Mulliken charges for atoms 1 to 8, given in e: number 1, Re, carries 1.2108; number 2, Br, carries -0.0939; number 3, C, carries 0.1016; number 4, C, carries -0.4965; number 5, C, carries -0.0373; number 6, C, carries -0.1024; number 7, C, carries -0.0553; number 8, C, carries -0.7120